Arrangement 1

{
  "formula": "C2H2NO2S3",
  "method": "ωB97M-V/def2-TZVPD",
  "symbols": ["C", "C", "N", "O", "O", "S", "S", "S", "H", "H"],
  "xyz": [[-0.217, -2.011, -0.146], [-1.382, 0.443, -0.289], [0.846, -2.421, -0.246], [2.826, 1.561, 0.042], [1.018, 1.233, 1.612], [-1.758, -1.401, 0.084], [0.095, 0.489, -1.291], [1.798, 0.629, 0.536], [-1.032, 0.905, 0.582], [-2.194, 0.573, -0.885]],
  "charge": -1
}

***

Arrangement 2

{
  "formula": "C2H2NO2S3",
  "method": "ωB97M-V/def2-TZVPD",
  "symbols": ["C", "C", "N", "O", "O", "S", "S", "S", "H", "H"],
  "xyz": [[0.037, 3.658, 0.689], [-1.085, 0.979, 0.306], [1.048, 3.116, 0.480], [1.597, 1.097, 1.862], [2.965, 1.462, -0.109], [-1.268, 4.392, 1.222], [-1.303, 0.489, -1.214], [1.626, 1.299, 0.446], [-0.831, 2.042, 0.509], [-1.322, 0.266, 1.115]],
  "charge": -1
}

***

Verdict on stability: arrangement 2 comes out at the bottom.

***

Arrangement 1

{
  "formula": "C3H2O3",
  "method": "ωB97M-V/def2-TZVPD",
  "symbols": ["O", "C", "C", "O", "C", "O", "H", "H"],
  "xyz": [[-2.105, 0.494, 0.990], [-0.986, 0.262, 0.838], [-0.051, 0.380, -0.883], [-0.524, 1.110, -1.688], [0.997, -0.443, -0.427], [1.347, -0.344, 0.808], [0.225, -0.056, 1.314], [1.096, -1.404, -0.952]],
  "charge": 0
}

***

Arrangement 2

{
  "formula": "C3H2O3",
  "method": "ωB97M-V/def2-TZVPD",
  "symbols": ["C", "C", "C", "O", "O", "O", "H", "H"],
  "xyz": [[1.103, 0.240, 0.133], [-0.284, 0.627, -0.320], [-0.655, -0.641, 0.275], [2.149, 0.775, 0.083], [0.718, -0.993, 0.605], [-0.694, -0.493, -1.064], [-0.802, 1.528, -0.499], [-1.535, -1.045, 0.787]],
  "charge": 0
}

***

Verdict on stability: arrangement 1 comes out at the bottom.

***

Arrangement 1

{
  "formula": "C10H10N2OS",
  "method": "ωB97M-V/def2-TZVPD",
  "symbols": ["N", "C", "N", "C", "C", "O", "C", "C", "C", "C", "C", "C", "C", "S", "H", "H", "H", "H", "H", "H", "H", "H", "H", "H"],
  "xyz": [[3.967, -2.616, 0.069], [2.628, -2.321, 0.221], [1.872, -1.893, -0.717], [0.571, -1.656, -0.305], [-0.421, -1.142, -1.382], [-1.559, -0.551, -0.801], [-1.424, 0.733, -0.337], [-0.257, 1.461, -0.254], [-0.378, 2.765, 0.257], [-1.547, 3.334, 0.686], [-2.776, 2.577, 0.561], [-2.657, 1.315, 0.076], [0.376, -1.831, 1.043], [1.850, -2.400, 1.814], [4.407, -3.327, 0.638], [4.158, -2.700, -0.908], [0.057, -0.424, -2.038], [-0.737, -2.007, -1.987], [0.693, 1.012, -0.543], [0.511, 3.367, 0.376], [-1.543, 4.360, 1.078], [-3.715, 2.978, 0.855], [-3.512, 0.661, 0.021], [-0.564, -1.696, 1.579]],
  "charge": 0
}

***

Arrangement 2

{
  "formula": "C10H10N2OS",
  "method": "ωB97M-V/def2-TZVPD",
  "symbols": ["C", "C", "C", "N", "C", "S", "C", "C", "C", "C", "C", "O", "C", "N", "H", "H", "H", "H", "H", "H", "H", "H", "H", "H"],
  "xyz": [[-1.647, 3.956, 0.665], [-1.638, 2.466, 0.589], [-1.067, 1.681, 1.622], [-0.927, 0.325, 1.571], [-1.431, -0.236, 0.444], [-1.406, -1.976, 0.225], [0.258, -2.455, 0.838], [1.333, -2.229, -0.196], [1.270, -1.754, -1.486], [2.610, -1.799, -1.989], [3.400, -2.261, -1.014], [2.630, -2.512, 0.110], [-1.918, 0.531, -0.614], [-2.009, 1.877, -0.557], [-1.958, 4.407, -0.284], [-2.375, 4.326, 1.439], [-0.651, 4.358, 0.935], [-0.626, 2.200, 2.471], [0.293, -3.520, 1.079], [0.447, -1.942, 1.794], [0.394, -1.432, -2.062], [2.888, -1.598, -3.014], [4.468, -2.474, -1.061], [-2.338, 0.062, -1.506]],
  "charge": 0
}

***

Verdict on stability: arrangement 2 comes out at the bottom.

***

Arrangement 1

{
  "formula": "C3H2N2",
  "method": "ωB97M-V/def2-TZVPD",
  "symbols": ["C", "C", "C", "N", "N", "H", "H"],
  "xyz": [[0.251, -0.234, -0.869], [0.939, 0.181, 0.438], [-0.804, -0.059, 2.190], [-0.316, 0.469, 1.187], [-0.238, 0.830, -0.295], [0.850, -0.190, -1.774], [-0.681, -0.997, -0.877]],
  "charge": 0
}

***

Arrangement 2

{
  "formula": "C3H2N2",
  "method": "ωB97M-V/def2-TZVPD",
  "symbols": ["C", "C", "C", "N", "N", "H", "H"],
  "xyz": [[0.149, -0.838, -1.232], [0.113, 0.172, 1.439], [-0.245, 0.921, 0.451], [0.346, -1.762, -1.945], [-0.193, 0.260, -0.748], [0.190, -0.849, 1.657], [-0.362, 2.096, 0.377]],
  "charge": 0
}

***

Arrangement 3

{
  "formula": "C3H2N2",
  "method": "ωB97M-V/def2-TZVPD",
  "symbols": ["C", "C", "C", "N", "N", "H", "H"],
  "xyz": [[-0.757, -0.606, 0.015], [0.811, 0.921, -0.012], [0.513, -0.991, 0.007], [1.541, -0.201, -0.038], [-0.536, 0.702, 0.030], [-2.803, -1.733, 0.009], [1.231, 1.908, -0.011]],
  "charge": 0
}

***

Verdict on stability: arrangement 3 comes out at the bottom.

***

Arrangement 1

{
  "formula": "C3H2N2",
  "method": "ωB97M-V/def2-TZVPD",
  "symbols": ["N", "C", "C", "C", "N", "H", "H"],
  "xyz": [[1.611, -0.479, 0.412], [1.335, -0.489, -0.752], [0.067, 0.406, 0.046], [-1.126, -0.428, -0.024], [-2.087, -1.069, -0.064], [0.169, 0.830, 1.048], [0.032, 1.229, -0.668]],
  "charge": 0
}

***

Arrangement 2

{
  "formula": "C3H2N2",
  "method": "ωB97M-V/def2-TZVPD",
  "symbols": ["N", "C", "C", "C", "N", "H", "H"],
  "xyz": [[-1.949, -1.332, -0.035], [-1.142, -0.564, 0.180], [-0.110, 0.433, 0.012], [1.264, -0.112, 0.031], [2.323, -0.560, 0.012], [-0.280, 1.225, 0.768], [-0.106, 0.908, -0.967]],
  "charge": 0
}

***

Verdict on stability: arrangement 1 comes out at the bottom.

***

Arrangement 1

{
  "formula": "C9H12N2O2",
  "method": "ωB97M-V/def2-TZVPD",
  "symbols": ["C", "C", "C", "C", "C", "C", "C", "C", "C", "H", "H", "H", "H", "H", "H", "H", "H", "H", "H", "H", "H", "N", "N", "O", "O"],
  "xyz": [[-4.559, 0.206, 0.440], [-2.236, -0.458, 0.298], [-1.406, -1.465, 0.015], [-0.143, -1.054, -0.402], [0.358, 0.199, -0.115], [1.798, 0.397, -0.702], [4.376, -0.328, -0.514], [-0.618, 1.239, 0.156], [-2.022, 1.026, 0.254], [-5.408, -0.278, 1.371], [-4.457, 1.683, 0.810], [-4.973, 0.340, -0.953], [-1.623, -2.492, -0.335], [0.414, -1.917, -0.565], [1.729, 1.555, -0.846], [1.890, -0.284, -1.685], [4.140, -0.656, -1.441], [4.950, 0.668, -0.594], [4.815, -1.113, 0.275], [-0.523, 2.307, 0.076], [-2.844, 1.598, 0.389], [2.894, -0.031, 0.063], [2.880, 0.008, 1.373], [-3.437, -0.936, 0.824], [4.004, -0.214, 1.808]],
  "charge": 0
}

***

Arrangement 2

{
  "formula": "C9H12N2O2",
  "method": "ωB97M-V/def2-TZVPD",
  "symbols": ["C", "C", "C", "C", "C", "C", "C", "C", "C", "N", "N", "O", "O", "H", "H", "H", "H", "H", "H", "H", "H", "H", "H", "H", "H"],
  "xyz": [[0.599, -1.095, 0.012], [0.962, 0.132, 0.392], [-1.127, 1.476, 0.247], [-2.463, -0.654, 0.077], [-0.353, -0.816, -1.124], [0.091, 1.026, -0.461], [0.932, -2.458, 0.507], [1.926, 0.634, 1.409], [0.714, 2.026, -1.388], [-1.987, 0.485, 0.719], [-1.703, -1.119, -0.956], [-1.374, 2.637, 0.483], [-3.522, -1.147, 0.388], [0.009, -0.928, -2.138], [0.020, -3.043, 0.627], [1.447, -2.403, 1.463], [1.573, -2.978, -0.207], [1.837, 0.064, 2.332], [1.733, 1.684, 1.620], [2.952, 0.535, 1.052], [0.849, 2.969, -0.855], [0.061, 2.220, -2.238], [1.678, 1.673, -1.747], [-2.689, 0.860, 1.353], [-2.163, -1.782, -1.566]],
  "charge": 0
}

***

Verdict on stability: arrangement 1 comes out at the bottom.

***

Arrangement 1

{
  "formula": "C6H8Si",
  "method": "ωB97M-V/def2-TZVPD",
  "symbols": ["C", "Si", "C", "C", "C", "C", "C", "H", "H", "H", "H", "H", "H", "H", "H"],
  "xyz": [[1.839, 1.480, -0.214], [0.609, 0.049, 0.175], [-1.157, 0.700, -0.027], [-2.141, -0.212, -0.665], [-2.414, 0.090, 0.627], [0.853, -1.804, -0.399], [0.905, -1.637, 0.952], [2.744, 1.453, 0.234], [2.134, 1.597, -1.284], [1.520, 2.458, -0.105], [-1.251, 1.771, -0.144], [-2.344, -0.762, -1.482], [-3.178, -0.290, 1.326], [0.909, -2.760, -0.871], [0.973, -2.131, 1.878]],
  "charge": 0
}

***

Arrangement 2

{
  "formula": "C6H8Si",
  "method": "ωB97M-V/def2-TZVPD",
  "symbols": ["C", "C", "C", "C", "C", "C", "Si", "H", "H", "H", "H", "H", "H", "H", "H"],
  "xyz": [[2.684, 0.031, -0.134], [2.676, 1.286, -0.450], [-1.159, 2.079, -0.803], [-1.415, 2.118, 0.519], [1.639, 0.864, 0.568], [-1.132, -1.894, -0.030], [-0.186, 0.782, 0.113], [3.088, -0.945, -0.216], [3.026, 2.122, -1.003], [-1.523, 2.622, -1.660], [-2.080, 2.696, 1.143], [1.836, 1.124, 1.611], [-1.634, -2.020, 0.912], [-1.783, -1.863, -0.883], [-0.249, -2.494, -0.154]],
  "charge": 0
}

***

Verdict on stability: arrangement 2 comes out at the bottom.

***

Arrangement 1

{
  "formula": "C2H11NO3",
  "method": "ωB97M-V/def2-TZVPD",
  "symbols": ["C", "C", "N", "H", "H", "H", "H", "H", "O", "H", "H", "O", "H", "H", "O", "H", "H"],
  "xyz": [[0.431, 1.437, 1.105], [0.015, 1.287, -0.161], [-1.263, 0.628, -0.602], [-0.313, 1.681, 1.945], [1.496, 1.748, 1.301], [0.588, 1.782, -0.905], [-1.992, 0.913, 0.116], [-1.480, 1.123, -1.461], [2.668, -0.506, -1.521], [3.071, -1.148, -0.933], [2.063, -1.000, -2.126], [0.273, -2.070, -0.979], [-0.707, -2.241, -0.812], [0.227, -1.142, -0.847], [-2.015, -0.919, 1.780], [-1.206, -1.387, 1.711], [-1.856, -0.188, 2.390]],
  "charge": 0
}

***

Arrangement 2

{
  "formula": "C2H11NO3",
  "method": "ωB97M-V/def2-TZVPD",
  "symbols": ["C", "N", "C", "O", "H", "H", "H", "H", "H", "H", "H", "H", "H", "O", "H", "H", "O"],
  "xyz": [[0.020, 0.971, 1.018], [1.244, 0.829, 0.274], [0.971, 0.861, -1.139], [2.197, -1.436, -0.191], [-0.564, 0.142, 0.562], [-0.542, 1.896, 0.897], [0.213, 0.764, 2.070], [1.600, -0.122, 0.550], [0.440, 1.787, -1.374], [1.934, 0.797, -1.638], [0.347, -0.010, -1.454], [-1.944, -0.339, 0.020], [-1.444, -1.736, -0.940], [-1.323, -0.777, -0.900], [2.649, -2.251, -0.442], [-3.398, -0.316, 1.215], [-2.546, 0.057, 0.981]],
  "charge": 0
}

***

Verdict on stability: arrangement 2 comes out at the bottom.